Computed, not measured: 3 unconnected molecules or ions with the total composition C6H18O3 in a non-equilibrium geometry, with ωB97M-V/def2-TZVPD.

Calculated values
**SMILES string**: CCO.CCO.CCO
**LUMO energy**: 0.711 eV
**Energy relative to the best compared isomer or geometry (same formula, charge and spin)**: 22.6 kcal/mol
**Electronic energy**: -12655.3032 eV
**HOMO-LUMO gap**: 10.47 eV

Last column: natural (NBO) charge in e.
Geometry (Å):
H1 -4.1241 2.2312 -0.7855  0.184
H2 -2.8379 3.0007 -2.6022  0.215
H3 4.9027 -1.7248 -0.8627  0.151
H4 -3.8003 3.6574 0.2110  0.155
H5 0.8305 -1.1447 0.8211  0.213
H6 -3.7585 4.3730 -2.1182  0.212
H7 3.7514 -4.0159 -0.2054  0.218
C1 3.9224 -3.1161 0.3963  -0.631
H8 0.1041 0.2572 1.5494  0.196
C2 3.8828 -1.8815 -0.4833  -0.061
H9 -1.6180 2.9325 0.4053  0.471
H10 -2.0043 4.2403 -1.5743  0.203
H11 3.6900 -1.0188 0.1738  0.151
H12 3.0630 -3.1933 1.0751  0.206
O1 2.9157 -2.0296 -1.4933  -0.715
C3 -2.9348 3.7319 -1.7996  -0.633
H13 -2.0693 0.2598 0.3890  0.485
C4 -3.3732 2.9734 -0.5297  -0.054
O2 -2.2730 2.3104 0.0853  -0.747
C5 0.0617 -0.8381 1.5344  -0.638
O3 -1.8613 -0.6323 0.0705  -0.726
H14 -1.3745 -2.3802 0.9775  0.175
H15 4.8321 -3.1608 0.9874  0.212
H16 -1.9520 -1.1545 2.1014  0.150
C6 -1.3472 -1.3167 1.2033  -0.065
H17 0.4402 -1.1153 2.5236  0.204
H18 2.9321 -1.2453 -2.0502  0.471

***

Computed, not measured: 2 unconnected molecules or ions with the total composition CHNO4 in a non-equilibrium geometry, with ωB97M-V/def2-TZVPD.

Calculated values
**LUMO energy (spin up / spin down)**: -0.979 / -0.994 eV
**Energy relative to the best compared isomer or geometry (same formula, charge and spin)**: 62.4 kcal/mol
**Electronic energy**: -10728.4553 eV
**HOMO-LUMO gap (spin up / spin down)**: 9.08 / 9.03 eV

Last column: natural (NBO) charge in e.
Geometry (Å):
O1 0.4940 0.4426 -3.1967  -0.486
O2 1.0183 1.1653 0.3015  0.054
N1 0.9724 0.9033 1.3910  0.209
O3 2.3064 0.0347 -1.8892  -0.544
H1 -0.7269 0.3966 -0.2336  0.424
C1 1.3150 0.1705 -2.4674  1.025
O4 -0.3721 1.1960 -0.5762  -0.682

***

Computed, not measured: a molecular structure, C19H17CeN3O4 in a non-equilibrium geometry, with ωB97M-V/def2-TZVPD.

Calculated values
**LUMO energy (spin up / spin down)**: -8.654 / -8.642 eV
**Energy relative to the best compared isomer or geometry (same formula, charge and spin)**: 9.0 kcal/mol
**Total charge**: +2
**Electronic energy**: -45552.5067 eV
**HOMO-LUMO gap (spin up / spin down)**: 5.27 / 5.29 eV

Last column: Mulliken charge in e.
Geometry (Å):
C1 2.2522 -3.4134 -1.5821  0.692
C2 -1.7849 1.3349 -2.0782  -0.341
C3 -2.6681 2.3245 -2.4677  -0.859
C4 2.7507 -4.1715 -2.6558  -0.938
C5 1.3938 -2.9229 -4.1844  -0.828
H1 -2.9317 1.3746 3.4797  0.281
C6 1.3068 -2.3919 -1.8309  0.716
N1 -0.1399 -0.7024 -1.0935  -0.468
H2 0.1597 -1.4030 -3.3416  0.433
H3 -2.8810 2.9418 2.6001  0.437
O1 -2.3142 1.2251 1.5561  -0.278
C7 1.4228 2.6886 3.7360  -0.698
H4 2.7203 -4.5091 -4.7595  0.427
H5 0.9414 1.2097 5.1129  0.297
C8 -1.6488 1.0073 -0.7266  0.513
C9 1.2643 -1.8496 0.6121  1.038
C10 0.8880 -2.1722 -3.1487  -0.327
H6 3.4679 -4.9527 -2.4548  0.440
H7 1.9854 0.7292 3.9441  0.300
H8 -2.7670 2.5795 -3.5116  0.440
C11 -3.4244 2.9916 -1.5184  -0.782
Ce1 0.0391 0.7018 1.7746  1.240
N2 -0.7360 0.0610 -0.2295  0.256
O2 1.8584 1.9289 1.5129  -0.483
C12 -3.1357 1.8781 2.5286  -1.020
C13 2.3316 -3.9263 -3.9404  -0.569
H9 -3.9409 3.2087 0.5361  0.467
O3 0.8664 -1.1995 1.6559  -0.597
H10 -4.1137 3.7605 -1.8265  0.437
C14 2.2082 -2.9036 0.7900  -0.788
H11 3.3806 -4.4476 -0.0562  0.455
H12 -4.1936 1.7593 2.2690  0.400
C15 0.7790 -1.5976 -0.7382  0.249
C16 -2.4550 1.6765 0.2351  0.915
H13 -1.1840 0.8003 -2.7976  0.447
C17 1.1178 2.6435 2.2317  1.029
H14 0.7218 3.3655 4.2351  0.353
H15 1.0594 -2.7369 -5.1930  0.440
N3 1.1199 1.2682 4.1074  -0.596
H16 2.4569 2.9757 3.9473  0.383
O4 -0.0535 2.9296 1.8809  -0.444
C18 -3.3310 2.6692 -0.1696  -0.737
C19 2.6745 -3.6506 -0.2464  -0.795
H17 2.5364 -3.0829 1.8056  0.466

***

Computed, not measured: C20H22ClN3O4 in the gas phase, with ωB97M-V/def2-TZVPD.

Calculated values
**SMILES string**: COc1cccc(OC)c1NC(=O)[C@H]1CCCN1C(=O)Nc1ccccc1Cl
**LUMO energy**: 0.592 eV
**Energy relative to the best compared isomer or geometry (same formula, charge and spin)**: 13.7 kcal/mol
**Electronic energy**: -46280.8471 eV
**HOMO-LUMO gap**: 8.75 eV

Last column: natural (NBO) charge in e.
Geometry (Å):
N1 1.6665 -1.5196 1.7894  -0.438
H1 -2.9963 -0.6793 -4.3278  0.179
H2 3.2608 3.3322 -2.9349  0.173
H3 3.0797 -3.0526 -0.0924  0.210
H4 -5.1592 0.0086 4.4633  0.215
C1 -2.9850 -0.7459 -3.2353  -0.252
N2 0.6717 -0.3740 -1.5348  -0.635
H5 -1.1961 3.6632 -4.3109  0.216
O1 1.2398 0.7960 0.3338  -0.590
H6 4.8366 -1.6993 0.9488  0.219
H7 -2.5211 1.6205 -4.1102  0.220
C2 0.9900 1.8572 -2.4775  0.312
C3 -1.5509 1.6717 -3.6447  -0.320
H8 -0.6137 -0.9219 1.1481  0.407
H9 3.1367 -1.6163 -1.1358  0.226
C4 1.1261 -0.2483 -0.2612  0.669
C5 3.8278 -1.2938 0.9207  -0.415
H10 -3.3054 -1.7407 -2.9298  0.204
C6 -1.0496 0.6036 -2.9145  0.295
C7 3.0578 -1.5474 2.2108  -0.202
C8 2.9980 2.9976 -1.9253  -0.248
H11 3.2249 -0.7919 2.9795  0.229
Cl1 -2.6913 -0.2203 0.3154  -0.015
C9 0.6949 -1.2408 2.6990  0.812
O2 0.9319 -1.1951 3.8885  -0.651
H12 1.0253 3.8358 -3.3209  0.221
H13 -3.2287 -0.6981 5.8399  0.215
H14 2.4696 3.7967 -1.3982  0.185
H15 -3.6688 -0.0028 -2.8155  0.184
H16 3.9073 2.7494 -1.3804  0.202
C10 0.4597 2.9278 -3.1932  -0.310
C11 -4.0685 -0.0971 2.6297  -0.206
C12 1.5295 -1.6055 0.3523  -0.143
N3 -0.5642 -1.0846 2.1446  -0.651
H17 -1.0620 -1.1919 4.7746  0.261
H18 3.8746 -0.2234 0.7211  0.218
C13 -1.7450 -0.7828 2.8010  0.226
C14 -2.8509 -0.3792 2.0435  -0.098
C15 -4.2092 -0.2125 4.0023  -0.237
C16 0.2086 0.7085 -2.3106  0.097
O3 2.2395 1.8132 -1.9541  -0.486
O4 -1.6832 -0.5929 -2.7224  -0.510
C17 2.9444 -1.9703 -0.1243  -0.394
H19 3.2957 -2.5308 2.6344  0.187
C18 -1.9095 -0.8939 4.1807  -0.259
H20 0.3863 -1.2845 -1.8661  0.411
H21 -4.8988 0.2127 2.0138  0.223
C19 -3.1266 -0.6084 4.7691  -0.191
C20 -0.7969 2.8266 -3.7580  -0.176
H22 0.7971 -2.3756 0.0746  0.211

***

Computed, not measured: 2 unconnected molecules or ions with the total composition C3H10S2 in a non-equilibrium geometry, with ωB97M-V/def2-TZVPD.

Calculated values
**2S+1**: 2
**LUMO energy (spin up / spin down)**: -2.940 / -8.202 eV
**Energy relative to the best compared isomer or geometry (same formula, charge and spin)**: 20.8 kcal/mol
**Total charge**: +1
**Electronic energy**: -24934.1120 eV
**HOMO-LUMO gap (spin up / spin down)**: 9.79 / 3.92 eV

Last column: Mulliken spin population.
Geometry (Å):
H1 -3.3219 0.0095 -1.3551  0.006
H2 -1.4795 0.8527 1.4676  0.043
C1 3.6236 0.5142 0.5149  -0.007
H3 3.7514 -0.0271 1.4179  0.000
S1 2.6731 -0.5804 -0.5950  0.139
H4 -3.1722 0.4162 0.8938  0.001
H5 -2.3151 -0.7238 -2.6373  0.010
H6 4.6261 0.8115 0.0396  0.007
C2 -2.3449 -0.1831 -1.6370  -0.023
H7 2.8530 1.2438 0.8113  0.004
C3 -2.1749 0.0594 1.1700  -0.034
H8 2.8315 -1.8322 0.0024  -0.003
H9 -1.7862 0.6988 -1.9332  0.057
S2 -1.4179 -0.7923 -0.2490  0.781
H10 -2.3461 -0.4671 2.0892  0.020

***

Computed, not measured: a molecular structure, C4H14O5Rb in a non-equilibrium geometry, with ωB97M-V/def2-TZVPD.

Calculated values
**LUMO energy**: -3.629 eV
**Energy relative to the best compared isomer or geometry (same formula, charge and spin)**: 27.9 kcal/mol
**Total charge**: +1
**Electronic energy**: -15261.5574 eV
**HOMO-LUMO gap**: 9.26 eV

Last column: natural (NBO) charge in e.
Geometry (Å):
H1 -1.0752 0.8703 -3.1713  0.176
H2 -1.9872 -1.7657 1.8534  0.472
H3 1.2129 -2.3182 2.6716  0.174
H4 -0.6865 2.5063 -3.3609  0.182
H5 -0.9726 -3.1758 3.5542  0.456
O1 1.6651 2.2408 -1.7038  -0.737
C1 1.0726 1.2707 -2.5855  -0.088
H6 0.1290 -2.4069 0.1640  0.188
Rb1 -1.4236 1.4190 1.3369  0.987
H7 -1.0856 -3.4389 0.8647  0.185
H8 1.1580 -3.8172 1.8089  0.201
H9 1.6821 1.0824 -3.4694  0.219
O2 -0.1989 -3.6706 3.2746  -0.708
O3 -1.0633 1.7992 -1.4851  -0.786
H10 1.0850 2.3779 -0.9513  0.480
C2 0.5233 -3.0377 2.2303  -0.101
H11 1.1235 0.3676 -1.9775  0.160
H12 0.5259 3.9719 0.9799  0.496
C3 -0.4337 1.6423 -2.7463  -0.094
O4 0.7533 3.0648 0.7755  -0.979
C4 -0.4249 -2.5998 1.0827  -0.098
H13 1.5918 2.9229 1.2147  0.501
O5 -1.2518 -1.5046 1.2942  -0.764
H14 -1.9194 2.1992 -1.6546  0.479